Entry from the Open Molecules 2025 dataset: a molecular structure, C30H33Br7CaF9N8O14S3 in a non-equilibrium geometry (ωB97M-V with the def2-TZVPD basis set).

**Net charge**: +1
**Kohn-Sham gap**: 0.054 hartree

Structure (XYZ):
```
105
Properties=species:S:1:pos:R:3:forces:R:3:lowdin_charge:R:1
C 2.0720 6.3092 2.6718 -0.3 0.0 -0.3 0.04
C 3.4026 5.9163 2.1408 0.0 0.1 0.2 -0.47
O 4.3767 5.8444 2.8041 0.6 -0.2 0.2 0.19
O 3.4907 5.6082 0.7655 -0.4 0.2 0.2 0.13
C 3.5763 4.3113 0.4165 0.4 -0.1 0.2 -0.46
O 4.2291 3.9597 -0.5093 0.2 -0.1 -0.6 0.19
C 2.7444 3.3523 1.2431 -0.6 0.5 -0.1 -0.04
C 2.6411 2.0379 0.5565 0.1 -0.6 0.2 -0.05
C 3.8134 1.2167 0.4789 -0.2 -0.2 0.0 -0.09
C 5.1096 1.6005 1.0903 0.2 0.0 0.1 -0.27
C 6.2813 1.4343 0.3647 0.0 0.2 0.6 0.01
C 7.4756 1.7490 0.9998 -0.5 -0.1 0.2 -0.02
C 7.4392 2.2038 2.3117 -0.3 -0.2 -0.6 -0.02
C 6.2056 2.3442 2.9384 0.1 -0.2 -0.2 -0.09
N 5.0448 2.0409 2.3524 0.4 0.2 -0.3 0.12
N 3.8010 0.0516 -0.1275 0.4 0.2 -0.1 0.22
N 2.6714 -0.3859 -0.6353 -0.2 0.4 0.3 0.16
C 1.5049 0.2372 -0.6084 0.2 0.9 0.2 -0.12
C 0.3273 -0.4898 -1.1394 0.1 -0.5 -0.2 -0.08
C -0.3992 -1.1003 0.0622 0.5 -0.1 -0.5 -0.17
C -1.6455 -1.8679 -0.3617 0.1 -0.5 0.3 -0.84
F -2.0704 -1.5031 -1.5828 -0.5 0.3 0.0 0.04
Br -1.3808 -3.7891 -0.3746 0.0 0.0 -0.2 0.89
C -2.7082 -1.5388 0.6907 1.3 -0.6 0.2 -0.91
F -3.9491 -2.1678 0.4701 0.0 -0.3 -0.7 -0.25
F -2.9967 -0.2305 0.6619 -0.7 0.1 0.2 0.01
Br -2.1251 -2.0707 2.4597 -0.6 0.6 0.1 1.01
C 1.4834 1.5247 0.0011 0.2 -0.3 -0.4 -0.07
S -0.0449 2.4745 0.0766 -1.4 0.1 1.0 0.80
O -0.3240 2.7708 1.4517 0.6 0.0 0.1 -0.26
O -1.1080 1.8599 -0.6605 0.5 -0.3 -0.4 -0.27
C 0.2740 4.1194 -0.7817 -0.3 -0.4 -0.6 -0.65
F -0.7325 4.2826 -1.6216 0.4 0.2 0.2 0.18
F 1.4318 4.0701 -1.4231 -0.1 0.2 0.0 0.19
F 0.2719 5.0727 0.1269 0.1 0.2 -0.1 0.17
H 1.3367 6.5200 1.9105 -0.1 0.2 -0.2 0.08
H 2.2027 7.1475 3.3381 0.0 0.2 0.2 0.10
H 1.6999 5.4807 3.2653 0.0 -0.2 0.2 0.10
H 3.1921 3.2133 2.2199 0.3 -0.1 0.2 0.13
H 1.7826 3.8124 1.4158 -0.3 0.0 0.0 0.09
H 6.2631 1.0667 -0.6444 -0.1 -0.1 -0.2 0.12
H 8.4089 1.6113 0.4837 0.2 0.0 -0.1 0.12
H 8.3621 2.4388 2.8087 0.1 0.1 0.3 0.11
H 6.1658 2.7112 3.9497 -0.2 0.0 0.2 0.12
H 2.7194 -1.3191 -1.0489 0.2 0.0 -0.1 0.16
H 0.6533 -1.2863 -1.8016 0.2 -0.1 0.0 0.12
H -0.2774 0.1673 -1.7361 -0.4 0.3 0.0 0.12
H 0.2878 -1.7829 0.5470 0.1 -0.2 0.3 0.12
H -0.6522 -0.3467 0.7942 0.0 0.4 0.1 0.10
Br -5.0195 -3.5760 -2.1733 -0.1 0.0 0.0 0.66
C -6.8125 -2.8681 -2.4868 0.1 0.1 0.2 -0.68
C -7.7949 -3.3738 -1.4672 -0.3 -0.2 0.0 -0.73
Br -8.3279 -5.2156 -1.7875 0.1 0.1 0.0 0.66
H -7.0792 -3.1350 -3.5034 0.0 0.0 0.0 0.06
H -6.7153 -1.7870 -2.4171 -0.1 0.0 -0.1 0.06
H -8.7116 -2.7863 -1.5170 0.1 0.1 0.0 0.02
H -7.3912 -3.3405 -0.4548 0.1 0.0 0.0 0.02
C -2.8840 4.4251 -5.1238 0.2 -0.5 -0.4 -0.81
O -1.7871 3.8144 -5.0906 -0.1 0.1 0.2 -0.05
O -3.2270 4.9972 -3.8578 0.2 -0.2 0.3 -0.05
O -3.6887 4.5758 -6.0316 -0.1 0.2 0.2 0.02
H -2.4264 4.7140 -3.3903 0.0 0.3 0.1 0.04
N 5.0797 -3.2786 3.2327 -0.5 0.3 0.5 -0.28
S 4.9852 -2.8980 4.7830 1.9 -0.9 0.0 0.55
O 3.6613 -2.5720 5.2156 2.3 -0.9 -0.4 -0.30
O 6.0685 -2.1140 5.2680 -0.3 0.1 -0.1 -0.25
F 5.2413 -4.3442 5.3454 -0.2 0.3 -0.2 -0.15
S 4.8147 -2.1104 2.2434 -0.2 0.4 -1.1 0.48
O 4.5945 -2.5756 0.9052 0.1 -0.4 0.2 -0.31
O 5.6136 -0.9360 2.4009 0.0 -0.1 0.2 -0.27
F 3.3382 -1.5906 2.6511 0.3 -0.3 -0.4 -0.23
Ca -5.2715 -1.2251 1.8770 -0.1 0.6 0.3 1.67
C -10.4821 -1.4592 -3.2090 -0.1 0.0 -0.2 -0.65
O -9.7483 -1.1629 -2.2671 0.0 0.1 0.0 -0.02
N -11.5464 -0.6993 -3.5693 0.1 0.0 0.1 0.17
N -10.2574 -2.5839 -3.9498 0.0 0.3 0.2 0.17
H -12.1533 -0.9246 -4.3345 0.0 0.0 0.0 0.10
H -11.7233 0.1310 -3.0358 0.0 0.0 0.0 0.11
H -9.4658 -3.1284 -3.6680 -0.1 -0.3 -0.2 0.05
H -10.8180 -2.8774 -4.7268 0.0 0.0 0.0 0.11
C -4.5288 3.9624 -1.0959 0.0 0.4 -0.1 -1.63
Br -4.9657 2.0744 -1.0193 0.0 -0.6 0.2 0.52
Br -5.9782 4.9302 -1.8476 0.0 0.1 0.1 0.67
Br -3.9557 4.6468 0.6098 0.0 -0.1 0.0 0.59
H -3.6939 4.0358 -1.7808 0.0 0.0 -0.1 -0.06
F 2.2165 -2.5320 -2.4759 0.1 -0.1 0.0 0.00
C 2.2810 -3.9097 -2.5421 0.0 -0.3 0.0 -0.26
C 1.2307 -4.5820 -3.1271 -0.2 0.2 0.0 -0.04
C 1.2917 -5.9667 -3.1868 0.1 0.0 0.1 -0.08
C 2.3890 -6.6383 -2.6646 0.0 0.0 0.0 -0.08
C 3.4282 -5.9272 -2.0800 -0.1 0.0 0.0 -0.06
C 3.3827 -4.5415 -2.0162 0.1 0.1 0.1 0.00
H 0.3837 -4.0360 -3.5231 0.0 0.0 0.0 0.12
H 0.4817 -6.5191 -3.6427 0.0 0.0 0.0 0.11
H 2.4330 -7.7173 -2.7122 0.0 0.0 0.0 0.11
H 4.2800 -6.4486 -1.6672 0.0 0.0 0.0 0.12
H 4.1824 -3.9702 -1.5651 0.0 0.0 0.1 0.12
C 1.1061 -0.9030 4.5490 0.3 -1.0 0.9 -0.67
O -0.0692 -0.8173 4.1580 -0.4 0.2 -0.6 -0.13
N 2.0834 -0.0494 4.1569 -0.6 0.6 0.3 0.16
N 1.5017 -1.8860 5.3929 -2.2 1.2 0.1 0.16
H 3.0364 -0.1358 4.4620 -0.1 -0.1 -0.1 0.10
H 1.8265 0.6962 3.5423 0.0 0.1 0.0 0.09
H 0.8118 -2.5444 5.6982 -0.2 0.1 0.0 0.11
H 2.4505 -1.9987 5.7058 -0.7 0.3 0.1 0.00
```
Forces are in eV/Å.

=====

Entry from the Open Molecules 2025 dataset: a molecular structure, C30H33BrN8O2V in a non-equilibrium geometry (ωB97M-V with the def2-TZVPD basis set).

**Expectation value of S²**: 3.94
**Energy above the lowest of the compared OMol25 structures with the same formula, charge and spin**: 1.382 eV
**Spin multiplicity**: 4
**Net charge**: 0
**Kohn-Sham gap (alpha / beta)**: 0.200 / 0.237 hartree

Structure (XYZ):
```
75
Properties=species:S:1:pos:R:3:forces:R:3:lowdin_spin:R:1
V 1.3919 -0.2344 -0.3963 0.8 1.4 0.8 2.23
C 2.8349 2.2972 2.2182 0.0 0.0 0.0 0.00
C 3.2598 1.4140 1.0782 -0.1 -0.1 0.1 0.00
C 3.5223 0.0655 1.3473 -0.1 -0.3 -0.1 0.02
C 3.4512 -0.4701 2.7511 0.0 0.1 0.1 0.00
C 3.7574 -0.8384 0.2934 0.1 -0.2 -0.1 0.01
C 3.9510 -2.2993 0.6148 0.0 0.0 0.1 0.00
C 3.8235 -0.3716 -1.0349 0.2 -0.1 0.0 0.01
C 4.0553 -1.3502 -2.1643 0.0 0.0 -0.1 0.00
C 3.6892 1.0089 -1.2799 -0.1 -0.3 -0.2 0.00
C 3.9110 1.5581 -2.6678 0.0 0.1 0.0 0.00
C 3.3531 1.8897 -0.2401 -0.1 0.0 -0.1 0.01
C 3.1602 3.3453 -0.5845 0.0 0.1 0.0 0.00
H 3.6882 2.5789 2.8403 0.0 0.0 0.0 0.00
H 2.1144 1.7714 2.8417 0.0 0.0 0.0 0.00
H 2.3528 3.2096 1.8866 0.0 0.0 0.0 0.00
H 2.4696 -0.9165 2.9375 0.0 0.0 0.0 0.00
H 3.6064 0.3080 3.4928 0.0 0.0 0.0 0.00
H 4.1980 -1.2428 2.9205 0.0 0.0 0.0 0.00
H 3.0620 -2.7087 1.0988 0.0 0.0 0.0 0.00
H 4.7941 -2.4312 1.2952 0.0 0.0 0.0 0.00
H 4.1531 -2.8970 -0.2669 0.0 0.0 0.0 0.00
H 5.0971 -1.6775 -2.2045 0.0 0.0 0.0 0.00
H 3.7976 -0.9254 -3.1294 0.0 0.0 0.0 0.00
H 3.4377 -2.2402 -2.0478 0.0 0.0 0.0 0.00
H 2.9717 1.7219 -3.2036 0.0 0.0 0.0 0.00
H 4.5241 0.8986 -3.2734 0.0 0.0 0.0 0.00
H 4.4202 2.5195 -2.6216 0.0 0.0 0.0 0.00
H 4.1257 3.8390 -0.7253 0.0 0.0 0.0 0.00
H 2.6270 3.8959 0.1815 0.0 0.0 0.0 0.00
H 2.6021 3.4624 -1.5129 0.0 0.0 0.0 0.00
Br -4.6018 3.6333 3.4372 0.0 0.0 0.0 0.00
C -4.8824 1.8259 2.9328 0.0 0.0 0.0 0.00
C -5.9537 1.5044 2.1179 0.0 0.0 0.0 0.00
C -6.1436 0.1808 1.7541 0.1 0.1 0.0 0.00
C -5.2492 -0.7967 2.1660 0.0 -0.2 -0.1 0.01
C -4.1986 -0.4663 3.0177 -0.1 0.0 -0.1 0.00
C -4.0156 0.8506 3.4016 0.0 0.0 0.0 0.00
N -5.5676 -2.1518 1.8061 -0.1 0.1 0.3 0.04
N -4.7203 -2.9618 1.3961 0.1 0.0 -0.2 0.00
C -3.3927 -2.5800 1.0516 -0.2 -0.1 0.1 0.05
C -2.3986 -3.4599 1.4374 0.2 0.0 0.0 0.01
C -1.0755 -3.1706 1.1759 -0.2 0.1 0.0 0.05
C -0.6939 -1.9784 0.5293 0.0 -0.1 0.0 0.03
O 0.5802 -1.8636 0.2234 0.1 0.0 -0.2 0.03
C -1.7119 -1.0441 0.1775 0.0 -0.1 0.0 0.08
N -1.4621 0.2502 -0.3704 0.0 -0.2 0.0 0.16
C -2.4072 0.7952 -1.2157 0.0 0.0 0.0 0.16
C -3.6767 0.2943 -1.2964 0.0 0.0 0.0 0.03
C -4.0647 -0.7595 -0.4793 0.0 0.0 0.0 0.22
C -3.0774 -1.4352 0.2820 0.0 0.1 0.0 0.01
H -6.6346 2.2722 1.7788 0.0 0.0 0.0 0.00
H -6.9817 -0.1041 1.1319 0.0 0.0 0.0 0.00
H -3.5150 -1.2248 3.3714 0.0 -0.1 0.0 0.00
H -3.1970 1.1192 4.0543 0.0 0.0 0.0 0.00
H -2.6846 -4.3662 1.9564 0.0 0.0 0.0 0.00
H -0.2855 -3.8576 1.4452 0.0 0.0 0.0 0.00
H -2.1161 1.6828 -1.7513 0.0 0.0 0.0 0.01
H -4.3804 0.7716 -1.9644 0.0 0.0 0.0 0.00
H -5.0841 -1.1153 -0.4778 0.0 0.0 0.0 0.01
C -0.3566 2.4664 -0.3803 0.1 0.1 0.0 -0.02
C -0.2617 0.9903 -0.0672 -0.2 -0.1 -0.4 -0.14
O 0.3822 0.6405 1.0316 0.0 -0.2 0.0 -0.07
H -1.3240 2.8881 -0.0894 0.0 0.0 0.1 -0.01
H -0.1971 2.7180 -1.4328 0.0 0.0 0.0 0.00
H 0.4156 2.9677 0.2013 0.0 0.0 0.0 0.00
N -1.0035 -2.5659 -4.3558 0.0 0.1 0.1 0.00
N -0.3856 -1.4709 -3.7705 0.1 0.1 0.1 0.00
N -0.5814 -0.2413 -4.1911 0.0 0.0 0.0 0.00
C 0.2064 0.4347 -3.3718 0.1 0.1 0.0 0.00
N 0.8455 -0.3688 -2.5122 -0.4 -0.3 0.1 0.01
N 0.4578 -1.6016 -2.7982 -0.2 -0.1 -0.2 0.01
H -1.8360 -2.2033 -4.8118 0.0 0.0 0.0 0.00
H -1.2792 -3.1840 -3.5965 0.0 0.0 0.0 0.00
H 0.3074 1.5048 -3.3891 0.0 0.0 0.0 0.00
```
Forces are in eV/Å.

=====

Entry from the Open Molecules 2025 dataset: a molecular structure, C30H33CdN3O3SSe (ωB97M-V with the def2-TZVPD basis set).

**Energy above the lowest of the compared OMol25 structures with the same formula, charge and spin**: 0.565 eV
**Net charge**: 0
**Kohn-Sham gap**: 0.267 hartree

Structure (XYZ):
```
72
Properties=species:S:1:pos:R:3:forces:R:3:lowdin_charge:R:1
Cd 0.2532 -0.1608 0.3607 0.2 -0.1 0.1 1.28
C 0.0636 -0.3459 -3.1444 0.0 -0.1 0.0 -0.08
O 0.7478 0.3737 -2.1255 0.0 0.0 0.0 -0.28
C 2.1390 0.4320 -2.3906 0.1 0.0 0.0 -0.21
C 2.8236 1.2275 -1.3117 -0.1 -0.1 0.0 -0.18
O 2.6268 0.5286 -0.0910 -0.1 -0.1 -0.1 -0.23
C 3.3682 0.9984 1.0177 0.0 0.0 0.1 -0.17
C 3.0243 0.1049 2.1755 0.1 -0.1 -0.1 -0.20
O 1.6361 0.2267 2.4039 0.0 0.1 0.2 -0.33
C 1.1956 -0.5019 3.5421 0.0 -0.1 0.1 -0.10
H 0.1747 0.1604 -4.1063 0.0 0.0 0.0 0.09
H 0.4435 -1.3679 -3.2260 0.0 0.0 0.1 0.10
H -0.9878 -0.3775 -2.8804 -0.1 0.0 0.1 0.08
H 2.5427 -0.5858 -2.4191 0.0 0.0 -0.1 0.12
H 2.3206 0.9076 -3.3595 0.0 0.0 0.0 0.14
H 3.8913 1.2901 -1.5453 0.0 0.0 0.0 0.14
H 2.3933 2.2264 -1.2430 0.0 0.1 0.1 0.11
H 4.4441 0.9351 0.8267 0.0 0.0 -0.1 0.14
H 3.0963 2.0345 1.2344 0.0 0.1 0.0 0.12
H 3.2664 -0.9296 1.9164 0.1 -0.1 0.1 0.12
H 3.6018 0.3991 3.0579 -0.1 0.0 0.1 0.14
H 1.7189 -0.1576 4.4390 0.0 0.0 0.0 0.09
H 0.1305 -0.3147 3.6451 0.0 0.0 0.0 0.06
H 1.3713 -1.5742 3.4111 0.0 0.0 0.0 0.09
S 0.6964 6.0592 1.0439 0.0 -0.1 0.0 1.04
C 1.4650 4.5179 0.8009 -0.2 0.2 0.0 -0.46
N 0.8821 3.7045 -0.0037 0.3 -0.1 0.0 0.03
C -0.2802 4.2696 -0.5084 -0.1 0.2 0.1 -0.35
C -1.1716 3.6415 -1.3775 0.0 -0.1 -0.1 -0.03
C -2.3099 4.3152 -1.7659 0.0 -0.1 0.0 -0.07
C -2.5711 5.6137 -1.3096 0.1 0.1 0.1 -0.08
C -1.6995 6.2526 -0.4490 -0.1 0.0 0.0 -0.09
C -0.5560 5.5653 -0.0497 0.1 -0.1 0.1 -0.48
H 2.3808 4.2949 1.3369 0.0 0.0 -0.1 0.07
H -0.9574 2.6349 -1.7155 0.0 0.0 0.0 0.10
H -3.0240 3.8303 -2.4205 0.0 0.0 0.0 0.11
H -3.4703 6.1235 -1.6317 0.0 0.0 0.0 0.10
H -1.9026 7.2530 -0.0866 0.0 0.0 0.0 0.11
C 3.9526 -4.4867 1.1175 0.0 0.0 0.0 -0.11
C 3.9940 -3.4107 0.2456 0.0 0.1 0.0 -0.10
C 2.8447 -2.6873 -0.0512 0.0 0.0 0.0 -0.07
C 1.6099 -3.0134 0.5189 -0.2 -0.1 0.0 -0.34
C 1.5864 -4.1104 1.4020 0.0 0.1 0.0 -0.04
C 2.7324 -4.8291 1.6924 0.0 0.0 0.0 -0.09
N 0.4445 -2.2764 0.2574 0.1 -0.2 -0.2 -0.11
C -0.7392 -2.9939 0.0127 0.1 0.0 0.0 -0.35
C -0.7612 -4.1366 -0.8074 0.1 0.1 0.1 -0.05
C -1.9467 -4.7949 -1.0844 0.0 0.0 0.0 -0.10
C -3.1542 -4.3357 -0.5659 0.0 0.0 0.0 -0.11
C -3.1486 -3.2058 0.2369 0.0 0.0 0.0 -0.10
C -1.9604 -2.5475 0.5257 0.0 0.0 0.0 -0.08
H 4.8479 -5.0531 1.3404 0.0 0.0 0.0 0.09
H 4.9307 -3.1379 -0.2296 0.0 0.0 0.0 0.10
H 2.8948 -1.8622 -0.7453 0.0 0.0 0.0 0.08
H 0.6453 -4.3854 1.8613 0.0 0.0 0.0 0.11
H 2.6750 -5.6631 2.3825 0.0 0.0 0.0 0.10
H 0.1710 -4.4973 -1.2250 0.0 0.0 0.0 0.11
H -1.9317 -5.6685 -1.7266 0.0 0.0 0.0 0.10
H -4.0799 -4.8541 -0.7841 0.0 0.0 0.0 0.09
H -4.0759 -2.8364 0.6611 0.0 0.0 0.0 0.10
H -1.9724 -1.6785 1.1770 0.0 0.0 0.0 0.07
Se -1.2612 1.4672 1.5529 -0.2 0.0 -0.1 0.60
C -2.9275 1.2607 0.6516 0.1 0.0 0.0 -0.69
C -4.0540 1.9080 1.1568 0.1 0.0 0.0 -0.13
C -5.2682 1.7547 0.5083 0.0 0.0 0.0 -0.16
N -5.4417 1.0117 -0.5855 0.0 0.0 0.0 0.05
C -4.3621 0.4032 -1.0704 0.0 0.0 0.0 -0.16
C -3.1006 0.5039 -0.5042 -0.1 0.1 0.1 -0.16
H -3.9705 2.5200 2.0465 -0.1 0.0 0.0 0.09
H -6.1551 2.2533 0.8887 0.0 0.0 0.0 0.10
H -4.5155 -0.2060 -1.9572 0.0 0.0 0.0 0.10
H -2.2698 -0.0173 -0.9511 0.1 -0.1 -0.1 0.05
```
Forces are in eV/Å.

=====

The records above give, respectively, E values of -23443.0873, -5269.4147, -4520.3145 Eh.
The records above give, respectively, molar mass values of 1596.2, 668.5, 707.1 u.